# 1
Here is C22H33BF4N7Tl as an isolated structure in a non-equilibrium geometry from the OMol25 dataset. Energies are from ωB97M-V/def2-TZVPD.

```
68
Properties=species:S:1:pos:R:3
Tl 0.409 0.218 -0.947
C -3.104 2.315 4.408
N -2.670 1.188 3.580
C -2.612 -0.068 4.305
C -1.985 1.383 2.422
N -1.017 0.523 2.026
C -0.035 0.118 2.797
C 0.399 1.027 3.841
C 1.472 0.792 4.644
C 2.181 -0.399 4.478
C 1.805 -1.336 3.505
C 2.549 -2.525 3.477
C 2.228 -3.548 2.589
C 1.172 -3.375 1.744
C 0.380 -2.167 1.700
N -0.518 -2.080 0.725
C -1.273 -3.121 0.324
N -1.825 -3.984 1.216
C -2.016 -5.399 0.897
C -1.956 -3.687 2.630
N -1.568 -3.309 -0.958
C -0.706 -2.823 -2.016
C -2.826 -3.892 -1.408
C 0.699 -1.114 2.623
N -2.356 2.389 1.643
C -3.700 2.958 1.640
C -1.470 2.954 0.640
H -2.621 2.237 5.385
H -4.182 2.300 4.569
H -2.827 3.264 3.960
H -3.561 -0.216 4.820
H -1.811 -0.082 5.052
H -2.471 -0.884 3.609
H -0.148 1.957 3.941
H 1.767 1.509 5.397
H 3.033 -0.622 5.110
H 3.376 -2.639 4.168
H 2.806 -4.462 2.570
H 0.939 -4.149 1.023
H -1.593 -5.638 -0.074
H -3.071 -5.675 0.911
H -1.501 -5.995 1.653
H -2.023 -2.617 2.781
H -1.126 -4.081 3.225
H -2.877 -4.143 2.993
H 0.309 -2.664 -1.659
H -1.102 -1.907 -2.458
H -0.675 -3.568 -2.812
H -3.536 -3.963 -0.590
H -2.677 -4.875 -1.859
H -3.251 -3.236 -2.164
H -4.380 2.372 2.247
H -4.064 2.939 0.614
H -3.693 3.997 1.976
H -0.439 2.651 0.808
H -1.523 4.042 0.698
H -1.796 2.666 -0.362
C 2.280 -1.035 -5.734
C 1.888 -0.891 -4.352
N 1.576 -0.780 -3.253
H 3.172 -0.443 -5.935
H 1.477 -0.680 -6.380
H 2.486 -2.082 -5.954
F -3.239 -0.610 -2.921
B -2.744 0.394 -2.121
F -2.432 -0.140 -0.812
F -3.590 1.470 -1.991
F -1.469 0.839 -2.625
```

Relative energy (zero: lowest compared OMol25 entry of this formula, charge and spin), kcal/mol: 11.2
Net charge: +2
Highest occupied orbital energy (alpha / beta), eV: -14.6 / -14.7
Energy, Ha: -1837.876081
Strongest force on any atom, eV Å⁻¹: 1.1
Frontier orbital gap (alpha / beta), eV: 5.764 / 5.987
LUMO (alpha / beta), eV: -8.8 / -8.7

Results of the Löwdin charge analysis, in e, for atoms 1 through 5: 1.01, -0.03, -0.12, -0.02, -0.32

=====

# 2
Here is C22H33Cl2N4O3Yb as an isolated structure in a non-equilibrium geometry from the OMol25 dataset. Energies are from ωB97M-V/def2-TZVPD.

```
65
Properties=species:S:1:pos:R:3
O 0.307 -0.817 -2.580
C -0.075 -0.226 -3.595
C -0.194 -0.804 -4.942
C 0.394 -2.035 -5.314
H 1.043 -2.562 -4.611
C 0.126 -2.564 -6.576
H 0.549 -3.530 -6.857
C -0.694 -1.887 -7.488
H -0.931 -2.332 -8.452
C -1.209 -0.628 -7.156
H -1.836 -0.081 -7.862
C -0.957 -0.095 -5.894
H -1.358 0.878 -5.603
H -0.531 0.773 -3.488
C 1.744 2.430 -2.647
C 1.790 3.280 -1.491
H 2.173 2.979 -3.503
H 0.720 2.151 -2.937
H 2.341 1.510 -2.483
C 1.340 3.669 -0.332
C 2.205 4.608 0.502
H 0.383 3.404 0.140
H 2.862 5.185 -0.160
H 2.841 4.040 1.196
H 1.586 5.286 1.098
Yb 0.241 -0.324 -0.376
Cl 2.765 -0.788 -0.891
Cl -1.991 0.766 -1.415
C 2.716 0.210 2.071
O 1.484 0.200 1.941
N 3.389 0.409 3.213
C 2.701 0.631 4.480
C 4.844 0.384 3.281
H 3.360 0.038 1.183
H 1.621 0.604 4.318
H 3.002 1.602 4.898
H 3.002 -0.140 5.205
H 5.247 0.229 2.273
H 5.195 -0.424 3.939
H 5.231 1.329 3.688
H -3.476 2.385 4.078
H -5.163 1.072 2.489
C -2.952 2.675 3.158
C -4.545 1.496 1.686
N -3.175 1.685 2.121
H -1.883 2.775 3.356
C -2.173 0.998 1.545
O -0.960 1.231 1.645
H -4.538 0.814 0.832
H -2.532 0.168 0.911
H -3.370 3.641 2.845
H -4.993 2.452 1.387
N -1.933 -5.522 2.972
C -1.561 -4.355 2.393
C -1.309 -3.204 3.182
C -0.901 -2.040 2.538
N -0.788 -1.957 1.195
C -1.028 -3.045 0.443
C -1.421 -4.265 0.988
H -2.029 -5.613 3.974
H -2.096 -6.349 2.417
H -1.439 -3.211 4.264
H -0.644 -1.140 3.101
H -0.892 -2.926 -0.640
H -1.627 -5.118 0.344
```

Relative energy (zero: lowest compared OMol25 entry of this formula, charge and spin), kcal/mol: 6.8
Multiplicity: 2
Highest occupied orbital energy (alpha / beta), eV: -5.8 / -5.8
Energy, Ha: -3381.994417
⟨S²⟩: 0.761
Strongest force on any atom, eV Å⁻¹: 2.4
Frontier orbital gap (alpha / beta), eV: 5.801 / 5.793
LUMO (alpha / beta), eV: 0.0 / 0.0

Results of the Löwdin charge analysis, in e, for atoms 1 through 5: -0.22, -0.26, -0.17, -0.01, 0.12

=====

# 3
Here is C22H33ClCrN6O5 as an isolated structure in a non-equilibrium geometry from the OMol25 dataset. Energies are from ωB97M-V/def2-TZVPD.

```
68
Properties=species:S:1:pos:R:3
Cr 1.409 0.355 0.639
C -0.973 2.656 1.290
N -0.771 1.194 1.266
C -1.851 0.513 1.492
C -2.075 -0.859 1.576
C -2.989 -1.869 1.984
C -2.311 -3.038 1.896
C 0.369 -3.485 1.175
N 0.394 -1.155 0.945
C -1.271 3.157 2.682
C -2.509 3.697 3.002
C -2.790 4.113 4.299
C -1.831 3.986 5.289
C -0.587 3.446 4.979
C -0.312 3.037 3.686
H -1.775 2.953 0.607
H -0.060 3.115 0.910
H -2.770 1.080 1.696
H -3.931 -1.741 2.506
H -2.429 -4.094 2.063
H 0.797 -3.857 2.111
H -3.261 3.805 2.227
H -3.758 4.537 4.531
H -2.046 4.308 6.300
H 0.168 3.351 5.748
H 0.659 2.613 3.449
N 2.696 -0.190 -0.884
C 2.043 0.137 -2.164
C 3.088 0.465 -3.242
C 2.624 1.063 -4.571
C 1.747 0.175 -5.447
N 0.435 0.043 -4.825
C -0.449 -0.901 -5.033
N -1.571 -0.898 -4.297
N -0.260 -1.856 -5.953
C 1.064 1.297 -1.839
O 0.117 1.514 -2.607
O 1.309 1.914 -0.755
H 3.524 0.384 -0.753
H 2.972 -1.160 -0.777
H 1.446 -0.729 -2.456
H 3.659 -0.448 -3.436
H 3.794 1.175 -2.801
H 3.517 1.308 -5.148
H 2.105 2.011 -4.404
H 2.203 -0.811 -5.580
H 1.642 0.639 -6.431
H 0.227 0.712 -4.047
H -1.644 -0.253 -3.523
H -2.248 -1.635 -4.374
H 0.474 -1.766 -6.633
H -0.965 -2.551 -6.126
Cl -0.816 -2.100 1.318
C -1.301 -2.411 -0.733
C -0.495 -3.352 -1.393
O -0.164 -3.912 -2.344
O 0.622 -3.967 0.079
H -0.793 -1.463 -0.976
H -2.332 -2.342 -1.062
C -0.234 -1.669 4.738
C 1.088 -1.776 4.744
O 2.763 -0.123 1.817
H -0.717 -0.716 4.551
H -0.879 -2.520 4.925
H -0.524 -2.020 2.636
H 1.581 -2.721 4.939
H 1.727 -0.925 4.546
H 3.424 0.562 1.973
```

Relative energy (zero: lowest compared OMol25 entry of this formula, charge and spin), kcal/mol: 477.4
Multiplicity: 4
Net charge: +1
Highest occupied orbital energy (alpha / beta), eV: -9.5 / -9.5
Energy, Ha: -3066.775561
⟨S²⟩: 3.794
Strongest force on any atom, eV Å⁻¹: 3.0
Frontier orbital gap (alpha / beta), eV: 6.665 / 6.888
LUMO (alpha / beta), eV: -2.8 / -2.6

Results of the Löwdin charge analysis, in e, for atoms 1 through 5: 0.86, -0.18, -0.04, -0.17, -0.32

=====

Among the records above, which one has the lowest relative energy (zero: lowest compared OMol25 entry of this formula, charge and spin)? C22H33Cl2N4O3Yb

=====

Copy entry 1 word for word.
Here is C22H33BF4N7Tl as an isolated structure in a non-equilibrium geometry from the OMol25 dataset. Energies are from ωB97M-V/def2-TZVPD.

```
68
Properties=species:S:1:pos:R:3
Tl 0.409 0.218 -0.947
C -3.104 2.315 4.408
N -2.670 1.188 3.580
C -2.612 -0.068 4.305
C -1.985 1.383 2.422
N -1.017 0.523 2.026
C -0.035 0.118 2.797
C 0.399 1.027 3.841
C 1.472 0.792 4.644
C 2.181 -0.399 4.478
C 1.805 -1.336 3.505
C 2.549 -2.525 3.477
C 2.228 -3.548 2.589
C 1.172 -3.375 1.744
C 0.380 -2.167 1.700
N -0.518 -2.080 0.725
C -1.273 -3.121 0.324
N -1.825 -3.984 1.216
C -2.016 -5.399 0.897
C -1.956 -3.687 2.630
N -1.568 -3.309 -0.958
C -0.706 -2.823 -2.016
C -2.826 -3.892 -1.408
C 0.699 -1.114 2.623
N -2.356 2.389 1.643
C -3.700 2.958 1.640
C -1.470 2.954 0.640
H -2.621 2.237 5.385
H -4.182 2.300 4.569
H -2.827 3.264 3.960
H -3.561 -0.216 4.820
H -1.811 -0.082 5.052
H -2.471 -0.884 3.609
H -0.148 1.957 3.941
H 1.767 1.509 5.397
H 3.033 -0.622 5.110
H 3.376 -2.639 4.168
H 2.806 -4.462 2.570
H 0.939 -4.149 1.023
H -1.593 -5.638 -0.074
H -3.071 -5.675 0.911
H -1.501 -5.995 1.653
H -2.023 -2.617 2.781
H -1.126 -4.081 3.225
H -2.877 -4.143 2.993
H 0.309 -2.664 -1.659
H -1.102 -1.907 -2.458
H -0.675 -3.568 -2.812
H -3.536 -3.963 -0.590
H -2.677 -4.875 -1.859
H -3.251 -3.236 -2.164
H -4.380 2.372 2.247
H -4.064 2.939 0.614
H -3.693 3.997 1.976
H -0.439 2.651 0.808
H -1.523 4.042 0.698
H -1.796 2.666 -0.362
C 2.280 -1.035 -5.734
C 1.888 -0.891 -4.352
N 1.576 -0.780 -3.253
H 3.172 -0.443 -5.935
H 1.477 -0.680 -6.380
H 2.486 -2.082 -5.954
F -3.239 -0.610 -2.921
B -2.744 0.394 -2.121
F -2.432 -0.140 -0.812
F -3.590 1.470 -1.991
F -1.469 0.839 -2.625
```

Relative energy (zero: lowest compared OMol25 entry of this formula, charge and spin), kcal/mol: 11.2
Net charge: +2
Highest occupied orbital energy (alpha / beta), eV: -14.6 / -14.7
Energy, Ha: -1837.876081
Strongest force on any atom, eV Å⁻¹: 1.1
Frontier orbital gap (alpha / beta), eV: 5.764 / 5.987
LUMO (alpha / beta), eV: -8.8 / -8.7

Results of the Löwdin charge analysis, in e, for atoms 1 through 5: 1.01, -0.03, -0.12, -0.02, -0.32